{"formula": "C6H8N2", "method": "wB97M-V/def2-TZVPD", "elements": ["C", "H", "H", "H", "N", "H", "C", "N", "C", "H", "H", "H", "C", "C", "H", "C"], "coordinates": [[2.54190, -0.83443, 0.01211], [-0.61241, -2.22287, -0.56921], [0.90514, 2.31677, 0.37791], [-3.37092, -1.09010, 0.07597], [0.36609, -0.14478, 0.19558], [2.16330, -1.91892, 0.46804], [-2.37078, -0.85529, -0.10079], [1.50037, 0.15054, -0.29018], [-1.91484, 0.49877, -0.16738], [3.06092, -1.13153, -0.82614], [-0.67532, 3.07217, -0.05729], [3.03846, -0.39932, 0.83479], [-0.50979, 0.87866, -0.00374], [-0.06210, 2.15696, 0.06416], [-2.54697, 1.43233, -0.08977], [-1.51305, -1.90895, 0.07594]], "nbo_charge": [-0.45, 0.18, 0.20, 0.24, -0.17, 0.18, -0.38, -0.13, -0.18, 0.21, 0.20, 0.22, 0.03, -0.32, 0.21, -0.05], "e_tot_ev": -9324.519, "homo_energy_ev": [-7.520, -8.125], "e_above_lowest_kj_mol": 693.6, "multiplicity": 1, "e_lumo_ev": [-0.5, -0.7]}

{"formula": "C6H8N2", "method": "wB97M-V/def2-TZVPD", "elements": ["C", "C", "C", "C", "C", "N", "N", "C", "H", "H", "H", "H", "H", "H", "H", "H"], "coordinates": [[-0.51242, 0.92442, 0.18255], [0.71202, -1.45703, -0.92266], [-1.26182, -0.36274, 0.25690], [0.45668, 0.13471, 1.28650], [0.51657, 1.65917, -0.79352], [1.24409, -0.45790, -1.65462], [1.30106, 0.99633, -1.60624], [-0.10974, -1.13640, 0.40159], [-1.73695, -0.42785, 1.28079], [-2.04995, -0.29534, -0.67736], [0.86771, -2.45309, -1.49151], [-1.33078, 1.61468, 0.39728], [0.52441, 2.67122, -0.91625], [1.60341, 0.65021, 1.11011], [-0.11823, -2.21723, 0.88318], [-0.10605, 0.15683, 2.26326]], "nbo_charge": [-0.31, 0.08, -0.40, -0.39, 0.12, -0.32, -0.25, -0.29, 0.22, 0.21, 0.23, 0.21, 0.20, 0.25, 0.21, 0.22], "smiles": "C1=NN=C[C@H]2C[C@@H]1C2", "e_tot_ev": -9324.927, "homo_energy_ev": -8.829, "e_above_lowest_kj_mol": 654.2, "multiplicity": 1, "e_lumo_ev": 0.1}

{"formula": "C6H8N2", "method": "wB97M-V/def2-TZVPD", "elements": ["H", "C", "H", "H", "C", "H", "H", "C", "C", "H", "H", "C", "H", "C", "N", "N"], "coordinates": [[-2.93296, -0.41784, -0.46909], [1.31036, -1.19965, 0.03922], [1.25981, 1.41551, -1.16671], [-1.93238, 1.93015, 0.44179], [-0.02492, -0.70776, 0.09888], [1.61900, -2.22838, 0.24120], [-0.05945, 0.93888, 1.52125], [-1.38793, 1.11190, -0.12925], [1.43797, 1.17839, -0.16279], [2.06828, 1.91789, 0.32222], [3.19905, -0.22384, -0.17094], [-0.02396, 0.71957, 0.47974], [-1.28118, 1.32758, -1.21305], [2.17422, -0.16663, -0.12027], [-1.18411, -1.25057, -0.14231], [-2.08084, -0.21726, 0.03660]], "nbo_charge": [0.37, -0.23, 0.21, 0.21, 0.13, 0.23, 0.22, -0.24, -0.42, 0.22, 0.20, -0.27, 0.18, -0.14, -0.21, -0.47], "smiles": "C1=CC2=NNC[C@@H]2C1", "e_tot_ev": -9329.660, "homo_energy_ev": -7.743, "e_above_lowest_kj_mol": 197.6, "multiplicity": 1, "e_lumo_ev": 1.1}

{"formula": "C6H8N2", "method": "wB97M-V/def2-TZVPD", "elements": ["C", "H", "H", "H", "C", "H", "C", "H", "N", "H", "N", "H", "C", "H", "C", "C"], "coordinates": [[1.19622, -1.26732, -0.08691], [-0.88326, 2.17260, -0.49934], [1.71901, 1.64836, -0.92578], [-1.81412, -1.54804, 0.99111], [1.50051, 0.92013, -0.12033], [-1.26481, -1.82810, -0.75905], [-1.25077, -1.00841, -0.01849], [2.10790, 1.55293, 0.60513], [0.01415, -0.92533, 0.52557], [0.25631, 0.81276, 1.75386], [2.00679, -0.37662, -0.47929], [1.31572, -2.32925, -0.05393], [-1.59951, 0.21337, -0.55525], [-2.51672, 0.21134, -1.17596], [-0.96765, 1.12524, 0.07579], [0.18025, 0.62633, 0.72289]], "nbo_charge": [0.26, 0.22, 0.22, 0.19, -0.28, 0.21, -0.24, 0.20, -0.44, 0.21, -0.44, 0.19, -0.23, 0.23, -0.17, -0.12], "smiles": "C1=C[C@@H]2CN=CN2C1", "e_tot_ev": -9327.709, "homo_energy_ev": -8.675, "e_above_lowest_kj_mol": 385.8, "multiplicity": 1, "e_lumo_ev": 0.9}

{"formula": "C6H8N2O", "method": "wB97M-V/def2-TZVPD", "elements": ["C", "O", "N", "H", "C", "H", "H", "H", "C", "C", "H", "H", "C", "N", "H", "H", "C"], "coordinates": [[0.06497, -0.76843, -0.94494], [1.78377, -0.17976, 1.27103], [-0.87668, -1.17849, -1.57216], [-0.38776, 1.83832, 2.62095], [2.05235, -1.25535, 0.53644], [-2.31859, 0.82941, -1.90809], [-2.92002, -0.84769, -2.34650], [1.22597, -2.59519, -0.96422], [1.05361, -1.77538, -0.28333], [-2.25458, -0.41335, -1.59680], [1.44443, 2.81153, 2.08660], [-2.54692, -0.88960, -0.40632], [0.63129, 0.81631, 0.78911], [0.02270, 0.56796, -0.37607], [-0.27740, 2.86149, 0.82506], [2.89953, -1.94668, 0.68177], [0.40334, 2.12489, 1.58746]], "nbo_charge": [0.37, -0.52, -0.43, 0.26, 0.18, 0.21, 0.20, 0.22, -0.36, -0.46, 0.27, 0.22, 0.56, -0.49, 0.28, 0.21, -0.73], "e_tot_ev": -11372.725, "homo_energy_ev": -8.552, "e_above_lowest_kj_mol": 638.9, "multiplicity": 1, "e_lumo_ev": 0.4}

{"formula": "C6H8N2O", "method": "wB97M-V/def2-TZVPD", "elements": ["C", "C", "N", "H", "N", "C", "H", "C", "O", "C", "H", "H", "H", "H", "H", "H", "C"], "coordinates": [[-0.31619, 1.36671, -1.17571], [0.55939, 1.57187, -0.05731], [-0.92060, -2.45445, 0.55492], [1.78658, 0.78740, 1.36883], [-1.55553, -1.59991, -0.24535], [0.40425, -0.76300, 0.51983], [1.20778, 2.44722, -0.19077], [0.17846, -1.91429, 1.15817], [-1.54740, 2.03893, -1.33774], [1.33832, 0.38007, 0.46784], [1.00175, -2.34548, 1.69366], [-1.44840, -3.21717, 0.95161], [0.23215, 0.94552, -2.13308], [2.20167, -0.00751, -0.14991], [-0.15569, 1.84373, 0.72576], [-2.23223, 1.54728, -1.84187], [-0.73433, -0.62692, -0.30889]], "nbo_charge": [0.25, -0.50, -0.34, 0.22, -0.31, -0.21, 0.22, -0.07, -0.72, -0.40, 0.22, 0.39, 0.18, 0.21, 0.23, 0.50, 0.12], "e_tot_ev": -11375.165, "homo_energy_ev": -8.376, "e_above_lowest_kj_mol": 403.5, "multiplicity": 1, "e_lumo_ev": 0.9}